No. 1
Below is a molecular structure, C17H39F6N2OPZn in a non-equilibrium geometry, with properties calculated with ωB97M-V with the def2-TZVPD basis set.

LUMO energy (spin up / spin down)	-0.5257 / -0.5503	Eh
HOMO energy (spin up / spin down)	-18.628 / -18.628	eV
orbital gap (spin up / spin down)	4.32 / 3.65	eV

Geometry as ORCA input:
```
! wB97M-V def2-TZVPD RIJCOSX def2/J DEFGRID3
* xyz 3 2
Zn 2.78030 -3.18075 1.08545
C -0.40178 -3.09523 2.07222
O 0.96974 -2.84526 1.86882
H -1.10251 -2.83755 1.27808
H -0.58237 -4.16491 2.17837
H -0.68415 -2.54942 2.97248
C -0.44501 -5.43476 -1.99433
C -1.18641 -4.16894 -2.65190
C -1.47876 -3.02571 -1.70301
N -2.19376 -1.77273 -2.29017
C -3.44916 -2.18128 -3.09749
C -1.28809 -0.81389 -3.10535
C -1.63977 0.65144 -2.83242
C -2.61363 0.64895 -1.73004
C -2.52003 -0.76917 -1.15497
H -0.27080 -6.19123 -2.75952
H -1.05746 -5.80716 -1.17316
H 0.53826 -5.03336 -1.74904
H -2.11235 -4.53455 -3.09580
H -0.60261 -3.61744 -3.38889
H -0.55131 -2.56620 -1.36127
H -2.00552 -3.40203 -0.82608
H -3.22007 -2.44214 -4.13073
H -4.04836 -1.27081 -3.10734
H -3.88742 -2.99064 -2.51358
H -1.53908 -0.98856 -4.15157
H -0.26703 -1.15046 -2.92572
H -2.11085 1.10475 -3.70461
H -0.73272 1.21989 -2.62693
H -3.61138 0.99480 -2.00019
H -2.33537 1.17034 -0.81417
H -3.48945 -1.02180 -0.72545
H -1.68415 -0.96379 -0.48301
C 1.85417 4.72396 -0.63638
C 1.42768 4.49355 0.83727
C 0.75616 3.12694 1.00426
N 0.79099 2.64375 2.46950
C -0.19386 3.63249 3.21495
C 2.19810 2.55000 3.14388
C 2.21393 1.28681 3.90932
C 1.42855 0.32863 3.03989
C 0.29177 1.22285 2.59797
H 1.05760 4.80449 -1.37604
H 2.70460 4.15398 -1.01051
H 2.26430 5.73344 -0.66542
H 0.73336 5.26765 1.16406
H 2.24266 4.68956 1.53404
H 1.34682 2.35199 0.51572
H -0.19119 2.97020 0.48844
H 0.30801 4.59782 3.28108
H -0.16855 3.10977 4.17109
H -1.18598 3.54581 2.77193
H 2.36002 3.52496 3.60361
H 2.87466 2.43108 2.29759
H 1.58453 1.40991 4.79068
H 3.21182 0.86244 4.01999
H 0.99187 -0.52116 3.56457
H 1.97451 -0.19674 2.25630
H -0.44545 1.18625 3.40001
H -0.21626 0.92725 1.68002
P 2.37061 -0.24560 -0.80502
F 3.80128 -0.39534 -1.62233
F 1.78077 -1.38637 -1.73462
F 2.75488 -1.31692 0.27719
F 0.91938 -0.17000 -0.06484
F 3.07591 0.71351 0.23780
F 1.90548 0.97263 -1.71467
*
```


No. 2
Below is 3 unconnected molecules or ions with the total composition C17H39FNO7PS in a non-equilibrium geometry, with properties calculated with ωB97M-V with the def2-TZVPD basis set.

LUMO energy	0.0147	Eh
HOMO energy	-8.466	eV
orbital gap	8.87	eV
SMILES string	CCC(=O)OCC[PH](S)(CCN)CC(=O)F.COCCOC.COCCOC

Geometry as ORCA input:
```
! wB97M-V def2-TZVPD RIJCOSX def2/J DEFGRID3
* xyz 0 1
C 2.71449 -0.45239 -0.17354
C 2.49073 0.04568 -1.61232
C 2.79758 -1.09265 -2.53444
O 3.91942 -1.40323 -2.88368
O 1.68239 -1.77024 -2.88624
C 1.86616 -3.15453 -3.20733
C 2.22645 -3.94099 -1.96443
P 2.89168 -5.63744 -2.30121
S 4.75839 -4.71546 -3.25615
C 3.93978 -6.62737 -1.13459
C 4.06560 -5.97538 0.22629
N 2.75210 -5.61410 0.81143
C 1.24762 -6.48467 -1.72033
C 0.27802 -6.76375 -2.81048
O -0.89593 -6.44531 -2.83134
F 0.80652 -7.43355 -3.86190
H 1.83993 -1.02269 0.10336
H 3.55325 -1.13531 -0.19657
H 2.89227 0.36275 0.50479
H 3.11126 0.89461 -1.84717
H 1.45003 0.31177 -1.73266
H 0.89527 -3.47669 -3.55010
H 2.58530 -3.26656 -4.00454
H 1.34226 -3.98127 -1.34395
H 2.97377 -3.42191 -1.37957
H 2.68832 -6.17512 -3.58017
H 5.12475 -3.72263 -2.43730
H 3.59656 -7.64998 -1.04250
H 4.92752 -6.67592 -1.55795
H 4.59028 -6.67441 0.86632
H 4.68596 -5.08956 0.17579
H 2.55211 -6.24317 1.57390
H 2.84114 -4.71462 1.25942
H 1.46749 -7.44529 -1.27042
H 0.70780 -5.92906 -0.97693
C -1.63395 3.62857 0.81747
O -2.57584 2.66207 0.38031
C -2.13592 1.90904 -0.73710
C -1.62964 0.54457 -0.32944
O -0.45181 0.63277 0.45901
C -0.69186 0.46819 1.84463
H -1.95496 3.99025 1.79241
H -0.63092 3.20516 0.90868
H -1.61007 4.47592 0.12349
H -1.36088 2.45192 -1.28630
H -2.99506 1.77982 -1.40252
H -1.37557 -0.02115 -1.23185
H -2.40983 -0.00519 0.20443
H -0.90238 -0.58191 2.07693
H -1.52411 1.08757 2.18567
H 0.21140 0.76910 2.37304
C -4.40356 9.15933 3.08156
O -5.32860 8.19064 2.62294
C -4.85777 7.44174 1.51414
C -4.35326 6.07852 1.92814
O -3.19288 6.17797 2.74291
C -3.47079 6.00349 4.12108
H -4.75398 9.51561 4.04860
H -3.40294 8.73782 3.20137
H -4.35930 10.00762 2.38990
H -4.07386 7.99035 0.98392
H -5.70174 7.31067 0.83009
H -4.07407 5.51725 1.03062
H -5.13970 5.51970 2.44255
H -3.67222 4.94946 4.34267
H -4.32209 6.60841 4.44027
H -2.58809 6.31512 4.67692
*
```


No. 3
Below is 4 unconnected molecules or ions with the total composition C17H39NO10P in a non-equilibrium geometry, with properties calculated with ωB97M-V with the def2-TZVPD basis set.

LUMO energy	0.0769	Eh
HOMO energy	-4.271	eV
orbital gap	6.36	eV

Geometry as ORCA input:
```
! wB97M-V def2-TZVPD RIJCOSX def2/J DEFGRID3
* xyz -1 1
C -2.36238 -1.40326 -0.64789
C -3.27651 -2.45523 -0.58966
N -3.46391 -3.32588 -1.73581
C -2.76015 -4.63819 -1.61309
C -1.25088 -4.47688 -1.44343
O -0.62229 -4.20099 -2.69812
O -0.49208 -2.80659 -2.90375
C -3.28037 -5.48969 -0.43617
O -3.81274 -6.59005 -0.70146
O -3.11009 -5.03341 0.72444
P -5.06439 -3.49334 -2.15727
O -5.38827 -4.71319 -2.88709
O -5.99843 -3.29703 -0.87051
O -5.38410 -2.22085 -3.07191
H -1.29038 -1.55955 -0.58055
H -2.65478 -0.36932 -0.82309
H -3.80561 -2.64306 0.34104
H -2.89790 -5.20820 -2.52615
H -0.88614 -5.45811 -1.14116
H -0.98862 -3.76658 -0.65999
H 0.19142 -2.50555 -2.28627
H -5.95297 -4.10293 -0.33561
H -6.26027 -2.33016 -3.45277
C -3.05383 3.36716 -0.76815
C -1.97554 2.65919 0.03552
O -0.81384 2.35919 -0.71735
C -0.11767 3.46740 -1.24831
C 0.41622 4.41500 -0.18659
H -3.26831 2.81938 -1.68670
H -3.96971 3.44821 -0.18184
H -2.74897 4.37749 -1.05013
H -2.36380 1.70031 0.37883
H -1.71380 3.23231 0.93280
H -0.74187 4.00417 -1.97252
H 0.72032 3.05021 -1.80897
H -0.39160 4.93311 0.33274
H 1.05840 5.17228 -0.63984
H 0.98903 3.86791 0.56373
C 3.17519 -0.25515 -2.80352
C 3.39942 -0.87214 -1.43329
O 3.39756 -2.28703 -1.43993
C 4.40109 -2.90716 -2.21874
C 5.81446 -2.58835 -1.75850
H 2.28800 -0.68094 -3.27431
H 3.04642 0.82434 -2.71567
H 4.02001 -0.43588 -3.47127
H 2.58201 -0.58011 -0.77301
H 4.32127 -0.49011 -0.97861
H 4.27134 -2.66196 -3.27869
H 4.22816 -3.97918 -2.12387
H 6.06871 -1.54057 -1.93040
H 6.53645 -3.19796 -2.30339
H 5.92295 -2.78231 -0.69040
C 3.20647 2.67605 4.13485
C 2.54092 4.02399 3.91152
O 1.14088 3.94281 3.73065
C 0.40081 3.41891 4.81728
C 0.51319 4.24645 6.08712
H 2.91648 1.97159 3.35447
H 4.29173 2.78453 4.12866
H 2.92185 2.24049 5.09420
H 2.93163 4.46571 2.99382
H 2.78387 4.71992 4.72309
H 0.67928 2.37637 5.00475
H -0.63887 3.40965 4.48959
H 1.51838 4.20209 6.51070
H -0.18078 3.87630 6.84245
H 0.28789 5.29439 5.88352
*
```


No. 4
Below is a molecular structure, C17H39NO2Ta in a non-equilibrium geometry, with properties calculated with ωB97M-V with the def2-TZVPD basis set.

LUMO energy	0.1105	Eh
HOMO energy	-4.404	eV
orbital gap	7.41	eV

Geometry as ORCA input:
```
! wB97M-V def2-TZVPD RIJCOSX def2/J DEFGRID3
* xyz -1 1
C -1.99207 3.60799 3.05895
C -0.97362 2.51324 3.38129
C 0.07733 2.25964 2.26867
C 0.51904 3.49666 1.46813
C 2.05264 3.57165 1.26370
C 2.50938 3.14249 -0.12899
C 1.90988 1.81639 -0.60249
C 1.74720 1.69877 -2.12710
C 0.24906 1.67266 -2.52715
Ta -0.78371 -0.37715 -2.42460
C 0.73403 -1.32952 -0.98311
C 0.69243 -2.86622 -0.90438
C 2.06504 -3.39784 -0.35662
C 1.91906 -4.56986 0.56773
O 1.75874 -4.43151 1.71487
O 1.98579 -5.84956 0.05206
C 0.82104 -6.20191 -0.71569
C -0.40630 -6.32619 0.17570
C -2.01683 0.42026 -0.60531
N -3.44337 0.55577 -1.06168
C -4.12908 1.47099 -0.14488
H -1.49596 4.57055 3.16077
H -2.85490 3.60663 3.71648
H -2.26558 3.51852 2.01020
H -0.44293 2.72228 4.30943
H -1.49930 1.57170 3.53135
H -0.31951 1.46957 1.63532
H 0.94776 1.82034 2.75285
H 0.21056 4.43656 1.91534
H 0.05024 3.42401 0.48801
H 2.58370 3.04919 2.05531
H 2.33439 4.62022 1.38828
H 3.59049 2.99489 -0.07918
H 2.36004 3.91512 -0.88205
H 0.94894 1.58026 -0.15037
H 2.58629 1.01739 -0.29553
H 2.20031 2.57277 -2.60673
H 2.23938 0.82186 -2.54223
H -0.27512 2.35188 -1.84666
H 0.10051 2.05116 -3.54062
H -1.77962 -1.94955 -2.42761
H -2.01109 0.25238 -3.68109
H 0.27137 -1.01515 -3.83124
H 1.74388 -1.06443 -1.31363
H 0.59842 -0.87507 0.00148
H -0.08739 -3.14352 -0.19889
H 0.53612 -3.30584 -1.88353
H 2.77352 -3.56771 -1.16438
H 2.46796 -2.59396 0.24599
H 0.66979 -5.42805 -1.46977
H 1.02968 -7.16087 -1.17807
H -0.15449 -7.01784 0.97433
H -1.27320 -6.64817 -0.39345
H -0.63519 -5.37192 0.64083
H -1.67381 1.40410 -0.28302
H -1.99473 -0.26591 0.25938
H -3.82752 -0.37171 -0.92036
H -5.19946 1.50739 -0.36497
H -3.99082 1.14495 0.89544
H -3.75839 2.47922 -0.29653
*
```


No. 5
Below is 4 unconnected molecules or ions with the total composition C17H39NO3P in a non-equilibrium geometry, with properties calculated with ωB97M-V with the def2-TZVPD basis set.

LUMO energy	0.0976	Eh
HOMO energy	-3.259	eV
orbital gap	5.92	eV

Geometry as ORCA input:
```
! wB97M-V def2-TZVPD RIJCOSX def2/J DEFGRID3
* xyz -1 1
P -1.32702 1.56047 -0.45448
C 0.32168 0.52508 -0.63531
C 1.40818 0.87326 0.39507
C 2.75906 0.07576 0.26670
C 2.70939 -0.93629 -0.92630
C 1.52902 -1.14450 -1.88076
N 0.32092 -0.41753 -1.70771
H -1.20463 1.61685 0.99342
H -2.13471 0.36317 -0.33648
H -1.44208 1.46127 -1.89963
H -0.48578 2.76336 -0.52953
H -2.49744 2.44609 -0.45712
H 1.29220 1.67363 1.20589
H 3.65278 0.23193 0.94695
H 3.64201 -1.58165 -1.10450
H 1.58659 -1.89747 -2.74645
C -3.66410 -4.02834 -4.56214
C -4.27531 -2.70623 -4.99675
O -4.49129 -1.80229 -3.92551
C -3.33434 -1.40471 -3.19119
C -2.28570 -0.70615 -4.03865
H -4.29854 -4.51519 -3.81464
H -3.55363 -4.69748 -5.42012
H -2.67798 -3.89384 -4.11501
H -5.25498 -2.90108 -5.44147
H -3.67138 -2.23166 -5.77684
H -2.90770 -2.26579 -2.66622
H -3.67880 -0.71311 -2.41771
H -1.89845 -1.35661 -4.82740
H -1.44066 -0.38906 -3.41384
H -2.71203 0.17710 -4.52317
C 6.72701 3.63822 3.26962
C 6.72674 3.04558 1.86998
O 5.45721 2.56148 1.45905
C 4.40156 3.51655 1.41030
C 4.67079 4.66693 0.45598
H 6.38111 2.89806 3.99791
H 7.73433 3.96077 3.54653
H 6.06699 4.50387 3.34598
H 7.40653 2.19007 1.85055
H 7.11315 3.76314 1.13906
H 4.17748 3.88325 2.41780
H 3.51075 2.97949 1.07288
H 5.54970 5.24546 0.74912
H 3.81550 5.34600 0.42967
H 4.84954 4.29010 -0.55472
C -1.11338 -1.96765 3.11983
C -2.26532 -1.11710 3.62886
O -3.27375 -0.88912 2.65653
C -3.92314 -2.03914 2.13720
C -4.63393 -2.86505 3.19666
H -0.65570 -1.50349 2.24043
H -0.35116 -2.08029 3.89575
H -1.44204 -2.96689 2.82761
H -1.87862 -0.13501 3.91123
H -2.70341 -1.54877 4.53564
H -3.21233 -2.65069 1.57172
H -4.66156 -1.67919 1.41548
H -3.94053 -3.25759 3.94331
H -5.14674 -3.71329 2.73609
H -5.37210 -2.25471 3.72485
*
```


No. 6
Below is a molecular structure, C17H40GdNO2P2 in a non-equilibrium geometry, with properties calculated with ωB97M-V with the def2-TZVPD basis set.

LUMO energy (spin up / spin down)	-0.2223 / -0.2799	Eh
HOMO energy (spin up / spin down)	-14.675 / -14.154	eV
relative energy (zero: lowest compared OMol25 entry of this formula, charge and spin)	0.0	kJ/mol
orbital gap (spin up / spin down)	8.63 / 6.54	eV

Geometry as ORCA input:
```
! wB97M-V def2-TZVPD RIJCOSX def2/J DEFGRID3
* xyz 2 8
Gd -0.07681 0.11873 1.52099
P 0.23828 2.26933 -1.03538
P -0.28562 -2.58160 0.80170
N -2.18037 0.49194 0.83404
C -1.55100 2.56826 -0.75942
H -1.69938 3.38886 -0.03941
H -1.95077 2.94281 -1.72465
C -2.47306 1.41985 -0.27520
H -3.39899 1.89312 0.04441
H -2.76908 0.83800 -1.17792
C -2.64082 -0.87464 0.37723
H -2.49806 -1.02136 -0.73339
H -3.72694 -0.88048 0.48516
C -2.10179 -2.11484 1.10298
H -2.67843 -2.98139 0.73963
H -2.27904 -1.95334 2.17513
C -0.04942 -3.90334 2.08627
C 0.20058 -3.26617 3.46236
H -0.66214 -2.68028 3.81495
H 1.09965 -2.62340 3.45543
H 0.37099 -4.07371 4.18814
C -0.38130 -3.43466 -0.82518
C 1.01955 -3.53967 -1.44685
H 0.91224 -3.87624 -2.48479
H 1.66040 -4.26992 -0.93468
H 1.52679 -2.56626 -1.45064
C 0.97341 3.04671 -2.53888
C 2.50608 3.23039 -2.39836
H 2.90747 3.45037 -3.40397
H 3.00487 2.31549 -2.02063
H 2.76346 4.09203 -1.75283
C 0.93604 3.08092 0.48010
C 2.36088 2.65349 0.84200
H 2.63888 3.15112 1.78251
H 3.07428 2.98521 0.07958
H 2.49040 1.56696 0.97503
C 0.66360 0.51197 -1.55519
C -1.14106 -4.76976 -0.76394
H -1.83803 -4.84540 0.08414
H -1.73093 -4.86416 -1.68657
H -0.44897 -5.62269 -0.73508
C 0.25465 4.34117 -2.96574
H 0.70380 4.67180 -3.92006
H -0.82615 4.16369 -3.12578
H 0.40329 5.13828 -2.21300
C 0.82711 4.62336 0.37202
H 1.06673 5.05063 1.36065
H 1.56174 5.02184 -0.34854
H -0.18889 4.95720 0.09989
C 1.08480 -4.86041 1.69504
H 1.99336 -4.31600 1.39629
H 1.34001 -5.47376 2.56847
H 0.80204 -5.55015 0.89129
H -1.00959 -4.44788 2.10092
H 0.24942 2.74460 1.29949
H -0.96385 -2.72148 -1.43957
H 0.80978 2.25521 -3.30508
O 1.17225 -0.05134 -0.34234
H -0.14742 -0.13535 -1.95612
H 1.12347 0.44270 -2.59363
O -0.82489 1.45179 3.33278
H -1.78855 1.64746 3.33442
H -0.42896 1.77439 4.16979
*
```


no.,total energy (Eh)
1,-3574.70981
2,-2091.86094
3,-1819.52674
4,-933.16461
5,-1292.68163
6,-2324.75844